Record 1
78
Properties=species:S:1:pos:R:3:forces:R:3 method="wB97M-V/def2-TZVPD" homo_energy_ev=-11.5938 fmax_ev_per_a=9.404 spin_multiplicity=1 charge=+1 e_lumo_ev=-4.247
C 0.55469 2.73745 -1.87482 -0.2 0.5 -0.5
C -0.01405 2.32779 -3.33923 0.1 -0.6 1.0
B 0.68637 0.95129 -3.87266 -4.0 0.4 -1.6
O -0.15648 0.10160 -4.69183 3.4 1.4 1.4
P 2.52490 0.45515 -3.43337 0.8 -0.2 -0.7
C 3.79190 1.37587 -4.47643 0.6 0.0 -1.2
C 5.30895 1.30754 -3.95072 0.5 0.8 0.7
C 5.49449 0.90299 -2.41249 1.0 0.7 0.3
C 5.18722 2.16647 -1.44952 1.3 2.5 0.4
O 5.70537 3.29454 -1.60660 -2.3 -4.6 0.1
O 4.31982 1.97061 -0.34186 1.4 -0.7 -1.5
H 0.73830 1.80628 -1.22664 -0.3 1.5 -0.9
H -0.22851 3.39857 -1.37792 1.1 -1.0 -0.4
H 1.51169 3.37326 -1.97221 -1.3 -1.1 0.3
H 0.07990 3.19820 -4.07694 -0.1 -1.2 0.9
H -1.14075 2.09898 -3.22108 1.7 0.3 -0.4
H 0.38677 -0.53849 -5.20205 -0.8 0.1 0.4
H 2.60972 -0.95244 -3.76669 0.3 0.9 0.6
H 2.78679 0.63945 -2.03409 -0.2 -0.2 -0.8
H 3.45712 2.46093 -4.65840 0.3 -1.7 0.6
H 3.78411 0.87611 -5.52048 -0.3 0.7 1.7
H 5.73439 2.37785 -4.05486 -0.6 -1.8 0.2
H 5.98714 0.64403 -4.58207 -1.3 0.7 0.7
H 4.96433 -0.05217 -2.08643 0.5 1.3 -0.5
H 6.62391 0.69833 -2.26682 -1.8 0.4 -0.2
H 4.42547 1.05652 0.01821 -0.2 0.8 -0.5
O -2.11514 1.19492 0.84062 1.0 -3.7 2.1
P -3.28469 0.86296 1.78758 -4.8 7.6 -2.7
O -4.43834 0.84625 0.59700 0.4 -1.1 -0.1
C -4.53062 -0.33204 -0.19825 -0.2 -0.2 -0.2
C -5.03309 -1.52046 0.60383 0.0 0.0 0.0
O -3.44270 2.43928 2.28580 0.5 -0.9 0.9
C -2.39307 3.39086 2.15117 0.1 0.4 -0.2
C -2.52192 4.14994 0.84199 -0.1 0.0 -0.2
O -4.53657 0.43699 2.87375 2.8 -2.0 -0.4
C -5.30196 1.37204 3.63230 -0.2 0.8 1.0
C -6.28313 2.17167 2.79026 0.2 -0.1 -0.5
H -3.55483 -0.55154 -0.64559 0.0 0.0 0.0
H -5.22809 -0.11895 -1.01091 0.1 0.2 0.1
H -4.30954 -1.80921 1.37224 0.0 -0.1 0.0
H -5.19734 -2.38244 -0.04684 0.0 0.1 0.0
H -5.96750 -1.27680 1.11235 0.1 0.0 -0.1
H -1.41450 2.91828 2.25749 -0.1 0.0 -0.1
H -2.48699 4.09621 2.98195 -0.2 -0.1 0.0
H -2.61444 3.47954 -0.01659 0.1 -0.1 0.2
H -1.65686 4.79842 0.68510 0.0 0.0 0.1
H -3.42401 4.76704 0.85030 0.1 0.0 0.1
H -4.64701 2.01607 4.22440 -0.1 0.0 -0.2
H -5.87497 0.78507 4.35559 0.2 -0.3 -0.2
H -5.79597 2.73037 1.98884 0.0 0.0 0.2
H -6.82083 2.88403 3.41926 0.0 -0.1 0.1
H -7.00472 1.50717 2.31414 -0.1 0.0 0.1
O 0.63955 -2.81789 3.52427 3.3 2.8 1.3
P 1.64401 -2.60563 2.38533 -4.9 -5.6 -5.0
O 0.55411 -2.01254 1.28444 0.5 0.8 0.5
C 0.17013 -0.64709 1.42331 -0.2 0.1 -0.3
C 1.31969 0.29518 1.11820 0.0 0.2 0.2
O 1.64838 -4.20624 1.94582 1.2 0.7 0.3
C 1.20062 -5.23901 2.82028 -0.4 -0.4 0.2
C -0.27172 -5.53268 2.59342 -0.1 0.1 -0.2
O 2.86699 -2.33103 1.21263 0.3 1.6 2.7
C 3.32959 -3.30963 0.28710 0.5 -0.8 -0.1
C 2.32456 -3.62425 -0.80981 -0.3 0.1 0.2
H -0.21489 -0.47269 2.43359 0.0 0.0 0.0
H -0.64380 -0.46549 0.72225 0.1 -0.2 0.1
H 2.11619 0.19370 1.86153 0.1 0.1 0.0
H 0.97965 1.33332 1.12627 0.0 -0.1 0.0
H 1.75518 0.07134 0.14050 0.0 -0.1 0.0
H 1.41492 -4.99544 3.86229 -0.1 0.1 -0.1
H 1.78240 -6.13555 2.58695 0.1 0.2 -0.2
H -0.88479 -4.62899 2.63790 0.2 0.0 0.2
H -0.64282 -6.24067 3.33699 0.0 0.0 -0.1
H -0.42283 -5.95973 1.59833 0.1 -0.1 0.1
H 3.66220 -4.20898 0.81083 -0.2 0.1 -0.1
H 4.22515 -2.89039 -0.18276 0.0 0.3 0.2
H 1.36870 -3.97738 -0.41897 0.2 0.0 0.1
H 2.72347 -4.39527 -1.47254 0.1 0.1 0.0
H 2.11061 -2.72939 -1.39797 0.0 0.1 -0.1

Record 2
73
Properties=species:S:1:pos:R:3:forces:R:3 method="wB97M-V/def2-TZVPD" homo_energy_ev=-13.5170 fmax_ev_per_a=2.949 spin_multiplicity=1 charge=+2 relative_energy_kj_mol=33.40 e_lumo_ev=-7.929
Ba 0.10200 1.23492 -0.08989 0.0 -0.3 0.1
C -1.52800 -2.43190 7.34947 0.7 -0.1 -0.4
O -0.98468 -1.63364 6.26221 -0.1 0.5 1.0
C -0.45185 -0.34239 6.60488 0.3 0.0 -0.8
C -0.10327 0.35958 5.29145 0.6 -0.1 0.2
N -1.28011 0.65270 4.47131 -0.1 1.2 0.8
C -1.92157 1.89328 5.04440 -0.6 -0.6 -1.0
C -3.09055 2.36069 4.11584 1.6 -0.2 0.6
O -2.46023 2.72737 2.85549 -0.7 0.1 0.5
C -3.19566 3.57831 1.96555 0.3 -0.8 0.6
H -2.52237 -2.14359 7.69036 0.0 0.4 -0.2
H -0.85786 -2.46321 8.20856 0.1 0.3 0.0
H -1.57526 -3.45614 6.97962 -0.1 0.1 -0.2
H 0.47141 -0.32191 7.18392 0.1 -0.8 0.3
H -1.13496 0.30394 7.15598 -0.5 -0.3 0.2
H 0.62752 -0.20950 4.71682 -0.1 -0.5 0.0
H 0.44748 1.26734 5.53790 -0.2 0.3 0.1
H -1.89142 -0.08656 4.78737 -0.5 -0.5 -0.6
H -1.15018 2.64873 5.19388 -0.1 0.2 -0.5
H -2.27939 1.68300 6.05230 -0.4 0.1 0.0
H -3.64837 3.16084 4.60235 0.2 0.5 -0.3
H -3.81199 1.54892 4.02284 0.1 -0.2 -0.5
H -2.52825 3.60535 1.10419 -0.2 0.5 -0.4
H -3.36714 4.58095 2.35722 0.2 0.0 0.1
H -4.15472 3.14631 1.67975 -0.1 -0.1 -0.1
C 2.78601 -2.50697 -1.53064 0.9 0.9 0.8
O 1.58147 -2.61157 -0.81570 -0.3 0.3 -0.5
C 1.15417 -3.95040 -0.85470 -0.2 -0.8 1.6
C 0.21110 -4.21372 0.31232 -0.4 0.5 -0.8
N -0.96261 -3.39406 0.18035 -2.8 0.8 0.5
C -2.07515 -3.83658 1.05832 -0.2 0.0 1.2
C -2.69715 -5.17483 0.61427 0.0 0.1 0.6
O -2.90349 -5.19874 -0.75770 -0.5 0.5 -2.1
C -4.12600 -4.60678 -1.20751 -0.8 0.1 0.2
H 2.78874 -2.96755 -2.51855 -0.2 0.1 0.0
H 3.58219 -2.91031 -0.90494 0.2 -0.5 -0.3
H 3.01929 -1.44267 -1.56153 0.0 0.1 -0.6
H 1.98219 -4.63103 -0.65669 0.5 0.1 -0.3
H 0.73670 -4.20081 -1.82996 -0.3 0.0 0.0
H 0.58641 -3.85358 1.27021 0.8 -0.6 0.0
H -0.01123 -5.28066 0.32990 0.1 -0.2 0.2
H -1.49577 -3.53037 -0.66657 0.9 -0.1 -1.2
H -2.87011 -3.09462 1.13343 0.1 0.4 -0.5
H -1.75640 -3.90512 2.09842 0.3 -0.3 0.1
H -3.66541 -5.39146 1.06554 0.1 0.2 0.7
H -2.01062 -5.98322 0.86583 -0.1 -0.2 -0.2
H -5.02518 -5.11813 -0.86386 0.2 -0.6 0.4
H -4.26590 -4.56444 -2.28766 0.9 -0.4 -0.1
H -4.32161 -3.58249 -0.89022 0.7 0.4 0.4
C 1.64625 5.64883 -1.35501 0.1 -1.9 -0.1
O 1.47051 4.58030 -2.31268 -0.2 0.3 0.5
C 2.26703 4.83781 -3.45315 -0.4 -0.2 -0.4
C 1.88706 3.89025 -4.58302 0.3 0.1 -0.8
N 2.13671 2.49230 -4.26849 -0.1 -0.2 1.1
C 1.68754 1.54995 -5.28756 0.4 0.2 -0.4
C 2.63544 1.48290 -6.46814 0.8 -0.2 0.6
O 3.98632 1.24482 -5.98176 -2.1 -0.1 0.2
C 4.77322 1.10889 -7.10816 1.9 0.2 -0.7
H 2.70575 5.67576 -1.10033 0.1 0.7 -0.1
H 1.17628 5.23171 -0.46437 -0.4 0.7 0.2
H 1.22300 6.58415 -1.72123 0.1 0.0 0.3
H 3.32315 4.76436 -3.19378 0.3 -0.3 0.0
H 2.12476 5.88076 -3.73622 -0.2 0.1 -0.4
H 2.54241 4.07004 -5.43525 0.0 0.9 -0.2
H 0.87242 4.02756 -4.95684 -0.2 0.1 0.4
H 3.14375 2.46874 -4.34202 0.4 -0.6 0.6
H 0.71997 1.85168 -5.68868 -0.2 -0.2 0.2
H 1.64030 0.55490 -4.84514 -0.2 0.0 0.0
H 2.66089 2.40328 -7.05155 -0.2 0.2 -0.1
H 2.32643 0.67034 -7.12567 0.0 -0.1 -0.1
H 5.81072 0.94618 -6.81619 0.0 -0.1 0.2
H 4.78253 2.04314 -7.66958 -0.1 0.1 -0.4
H 4.50510 0.27825 -7.76104 -0.4 -0.1 0.0

Record 3
78
Properties=species:S:1:pos:R:3:forces:R:3 method="wB97M-V/def2-TZVPD" homo_energy_ev=-0.2760 fmax_ev_per_a=2.225 spin_multiplicity=1 charge=-2 relative_energy_kj_mol=0.00 e_lumo_ev=3.515
Na 0.83933 0.03063 0.06243 0.0 0.2 0.0
P 0.89822 1.62979 -2.11116 1.5 0.5 -1.1
O 1.96267 0.78634 -2.88162 -0.1 -0.2 0.5
O 0.40229 2.83273 -2.92068 1.3 -0.3 -0.1
O 1.50955 2.05534 -0.73011 -0.6 -0.5 0.1
O -0.33743 0.67209 -1.82136 1.8 -0.7 1.2
C -3.41241 3.28567 2.62506 -0.8 -0.8 -0.3
O -2.12144 3.39654 3.15921 0.0 0.4 -0.1
C -1.13686 3.63183 2.13919 1.1 0.6 0.7
C -0.83710 2.41359 1.29473 -0.7 0.4 -0.9
N -0.55160 1.18880 2.05694 0.8 0.7 1.0
C 0.70803 1.33841 2.85510 -0.9 -0.8 -0.5
C 1.29972 -0.03305 3.15676 0.0 0.1 0.1
O 2.14962 -0.35073 2.09109 0.6 0.3 -0.3
C 2.80433 -1.57678 2.19582 -0.5 -0.8 0.2
H -3.63539 2.25522 2.29436 0.2 0.2 -0.1
H -3.58960 3.93539 1.76172 0.2 0.1 0.1
H -4.16860 3.48851 3.39151 0.3 0.3 0.1
H -0.25349 3.98355 2.69762 0.0 -0.5 0.1
H -1.35729 4.53659 1.55525 -0.6 -0.6 -0.3
H -0.05015 2.63605 0.55000 0.2 -0.2 0.3
H -1.70657 2.22164 0.65538 0.3 0.0 0.4
H -1.25536 1.18253 2.79751 -0.3 -0.4 -0.4
H 0.49278 1.81666 3.81726 0.3 0.4 -0.2
H 1.40777 1.87379 2.20785 0.2 0.2 0.4
H 0.53380 -0.82432 3.22101 -0.1 0.3 0.2
H 1.84445 0.00786 4.11609 0.1 -0.2 -0.1
H 3.38175 -1.68267 3.12723 0.1 0.3 -0.1
H 3.43799 -1.71064 1.32502 0.1 0.2 -0.1
H 2.05663 -2.38944 2.18754 0.2 0.0 0.0
C -1.13484 5.15578 -1.25153 -0.2 0.5 0.2
O -1.97924 4.10226 -0.88418 -0.4 0.3 0.3
C -1.98001 3.10216 -1.89786 -0.2 -0.6 0.0
C -2.93747 1.99542 -1.54410 -0.2 -0.4 -0.2
N -2.67377 0.89264 -2.46458 -1.4 0.3 0.0
C -3.33592 -0.33360 -2.10520 0.2 -0.3 -0.7
C -2.92809 -0.97549 -0.78323 -0.5 0.2 0.8
O -3.81064 -0.56574 0.29384 -0.1 0.2 -0.4
C -3.26937 -0.83410 1.55343 0.4 -0.3 -0.2
H -0.88089 5.71213 -0.34264 0.1 0.0 0.1
H -1.69893 5.86170 -1.88909 0.3 -0.1 -0.2
H -0.22344 4.81009 -1.74497 0.0 -0.1 -0.1
H -0.95637 2.69173 -2.00871 -1.3 0.8 -0.1
H -2.22933 3.53564 -2.88268 -0.1 0.0 0.2
H -3.98931 2.31763 -1.61832 -0.1 0.0 0.2
H -2.73274 1.65980 -0.51320 -0.4 0.2 -0.1
H -1.63784 0.73415 -2.30588 0.0 0.1 -0.6
H -3.04911 -1.05646 -2.88476 0.0 -0.1 0.1
H -4.43031 -0.25495 -2.18803 -0.1 0.0 0.3
H -1.91714 -0.65262 -0.52027 0.1 -0.1 -0.2
H -2.96309 -2.08102 -0.84881 0.1 0.2 0.0
H -2.22739 -0.49165 1.62805 -0.1 -0.1 -0.1
H -3.29582 -1.92344 1.74182 0.0 0.1 0.2
H -3.83862 -0.31096 2.32425 -0.2 -0.1 -0.1
C 5.67372 -4.94590 -1.53699 -0.3 -0.2 0.5
O 5.26434 -3.69486 -1.99631 0.1 -0.1 -0.2
C 3.99729 -3.31263 -1.47358 0.0 0.4 -0.6
C 3.55288 -2.01015 -2.13181 0.1 0.3 0.4
N 2.39889 -1.43248 -1.47584 -0.1 0.2 0.3
C 1.17064 -2.16449 -1.75095 0.0 0.5 -0.4
C 0.72808 -3.10127 -0.64547 0.2 -0.5 -0.3
O 0.10593 -2.41480 0.44143 0.2 -0.2 -0.4
C -0.41868 -3.33707 1.36193 0.2 0.8 0.5
H 5.96085 -4.91244 -0.47036 0.0 0.0 -0.1
H 6.52156 -5.29847 -2.12185 0.0 0.1 -0.1
H 4.85664 -5.68454 -1.60748 0.1 0.0 -0.1
H 4.07459 -3.12080 -0.39471 -0.1 -0.3 0.0
H 3.27400 -4.10823 -1.71056 0.0 0.0 0.4
H 3.35076 -2.12732 -3.20782 0.2 -0.3 0.0
H 4.37177 -1.29297 -2.01613 0.0 0.0 -0.2
H 2.30646 -0.43744 -1.92079 -0.3 -0.2 -0.2
H 1.25612 -2.73531 -2.69542 0.0 -0.2 0.2
H 0.37327 -1.42556 -1.96027 0.1 -0.1 0.2
H 1.56780 -3.67933 -0.22324 0.0 0.1 -0.1
H 0.05277 -3.84735 -1.10519 -0.3 0.2 0.4
H -0.62486 -2.77910 2.28063 -0.3 0.0 -0.1
H 0.33126 -4.08819 1.64979 -0.2 -0.2 -0.3
H -1.34204 -3.77226 0.97093 0.1 -0.3 0.1